A structure of composition C14H21NPTm at a distorted geometry, computed with the ωB97M-V functional and the def2-TZVPD basis.

Element x y z (Å)
C1 -3.6520 -0.5462 -1.8052
C2 -3.3446 -1.4264 -2.8745
C3 -3.0481 -2.7149 -2.3237
C4 -3.2157 -2.6422 -0.9056
C5 -3.5539 -1.3028 -0.5638
Tm1 -0.0566 1.1557 -0.1309
P1 -2.1317 3.0363 0.2461
H1 -3.9151 0.5079 -1.8836
H2 -3.3453 -1.1670 -3.9333
H3 -2.7498 -3.5974 -2.8881
H4 -3.7201 -0.9069 0.4370
H5 -3.0839 -3.4599 -0.1974
H6 -3.2331 2.7144 1.1200
H7 -2.8808 3.4988 -0.8910
H8 -1.7846 4.3196 0.8117
C6 3.5936 0.8491 -0.1098
N1 2.3748 0.5089 -0.8615
C7 2.7044 0.1618 -2.2586
C8 1.5208 -0.6370 -0.2553
C9 1.1892 -0.3841 1.1972
C10 2.1480 -0.3995 2.2330
C11 1.7421 0.0111 3.4981
C12 0.3974 0.2466 3.7838
C13 -0.5883 0.0649 2.7985
C14 -0.1684 -0.2293 1.5162
H9 4.1637 -0.0687 0.0366
H10 3.3284 1.3251 0.8339
H11 4.1603 1.5576 -0.7190
H12 1.9017 1.4393 -0.9378
H13 3.3149 -0.7445 -2.2287
H14 1.7733 -0.0132 -2.8044
H15 3.2569 0.9976 -2.6968
H16 0.6322 -0.7492 -0.9565
H17 2.1486 -1.5204 -0.4303
H18 3.1719 -0.7176 2.0225
H19 2.4923 0.1283 4.2866
H20 0.1077 0.5540 4.7927
H21 -1.6502 0.1505 3.0417

Atomic forces in eV per Å
0.61 -0.66 1.00
0.39 -0.52 0.54
-0.38 0.85 0.37
0.23 0.79 -0.45
0.17 0.08 -1.25
-2.83 2.28 -1.90
-1.20 1.03 0.30
-0.13 -0.20 -0.05
0.00 -0.08 0.27
-0.20 0.18 0.12
-0.08 -0.14 -0.19
-0.01 0.19 -0.20
0.53 0.23 -0.49
0.32 -0.17 0.60
-0.30 -0.63 -0.32
0.44 -0.04 0.07
1.08 -1.96 -0.31
0.21 -0.17 -0.25
1.31 -0.19 -0.57
0.18 -0.94 1.62
-0.13 -0.03 -0.49
0.49 -0.20 0.15
-0.62 0.12 0.13
1.08 -0.26 0.92
-0.80 -0.67 0.09
0.07 0.15 0.11
0.02 -0.13 -0.11
-0.06 -0.10 0.11
-0.73 1.61 -0.19
-0.08 0.16 -0.21
0.17 0.03 -0.02
-0.15 -0.22 -0.03
0.78 -0.40 0.68
-0.35 0.06 0.16
-0.19 0.14 0.36
-0.32 -0.16 -0.26
0.18 -0.03 -0.28
0.31 0.00 -0.07

## Properties
- Relative energy (zero: lowest compared OMol25 entry of this formula, charge and spin): 0.0 kJ/mol
- Kohn-Sham gap (spin up / spin down): 4.980 / 4.329 eV
- Expectation value of S²: 2.01
- Max |F|: 4.10 eV Å⁻¹
- M: 403.2 Da
- Multiplicity: 3
- Total energy: -2026.96846 Ha

=====

A structure of composition C14H22AlClN4O13S, computed with the ωB97M-V functional and the def2-TZVPD basis.

Element x y z (Å)
Al1 1.3701 1.5678 -1.3048
O1 2.1681 0.2790 -2.5867
C1 3.0721 -0.7309 -2.0626
C2 4.4478 -0.1224 -1.8201
N1 4.3948 1.0723 -1.0287
C3 4.7586 2.3478 -1.5863
C4 3.6226 3.3643 -1.7784
O2 3.9046 4.5302 -1.8982
O3 2.4063 2.8868 -1.8836
C5 4.3704 0.9222 0.3988
C6 2.9852 0.7174 1.0114
O4 2.8661 0.1987 2.1000
O5 1.9683 1.1186 0.2995
H1 2.6043 0.7706 -3.2973
H2 3.1113 -1.5620 -2.7675
H3 2.6070 -1.0716 -1.1391
H4 4.9022 0.1068 -2.7893
H5 5.0776 -0.8921 -1.3537
H6 5.1933 2.2027 -2.5799
H7 5.5260 2.8475 -0.9902
H8 4.7739 1.8241 0.8661
H9 4.9954 0.0884 0.7356
O6 -0.8426 4.1919 -2.5098
Cl1 -0.8015 2.8734 -2.0334
O7 -2.0799 2.2806 -1.9024
O8 0.0771 2.0204 -2.8697
O9 -0.0792 2.7998 -0.7256
C7 -4.7064 -1.5075 4.9734
C8 -4.0121 -1.0444 3.6996
S1 -4.6815 -1.9276 2.3028
O10 -6.0421 -1.5064 2.1194
O11 -4.3589 -3.3230 2.4567
C9 -3.7430 -1.3197 0.9108
C10 -2.3695 -1.9693 0.8353
N2 -1.5290 -1.3128 -0.1707
C11 -0.6733 -0.3031 0.0826
N3 -0.0203 0.0403 -1.0332
C12 -0.4786 -0.7658 -2.0334
C13 -1.4083 -1.6026 -1.5157
N4 -2.1832 -2.5706 -2.2297
O12 -3.1258 -3.0863 -1.6549
O13 -1.8386 -2.8025 -3.3686
C14 -0.5325 0.3335 1.4182
H10 -4.3032 -0.9620 5.8251
H11 -4.5460 -2.5720 5.1344
H12 -5.7772 -1.3192 4.9170
H13 -2.9400 -1.2461 3.7317
H14 -4.1764 0.0166 3.5074
H15 -3.6893 -0.2323 0.9860
H16 -4.3448 -1.5751 0.0377
H17 -2.4645 -3.0193 0.5850
H18 -1.8368 -1.9045 1.7813
H19 -0.1528 -0.6789 -3.0532
H20 -1.4096 0.1474 2.0345
H21 -0.4202 1.4064 1.2892
H22 0.3638 -0.0255 1.9271

Atomic forces in eV per Å
-0.11 0.07 0.09
0.05 -0.10 0.04
0.01 0.01 -0.01
0.01 0.00 -0.03
-0.03 -0.03 0.00
0.02 0.02 -0.03
-0.02 0.05 -0.03
0.00 0.01 0.01
0.05 -0.07 -0.02
0.02 0.04 0.04
-0.03 -0.18 0.00
0.00 0.05 0.02
0.00 0.12 -0.10
-0.03 0.07 0.01
0.00 0.01 -0.01
0.01 -0.01 0.01
0.00 0.01 0.01
-0.01 -0.02 0.00
0.01 0.01 0.00
-0.01 -0.01 0.02
0.01 0.00 0.00
-0.01 0.00 -0.01
-0.02 0.08 -0.04
-0.07 0.08 0.05
-0.07 -0.05 0.01
0.13 -0.07 -0.08
0.09 -0.05 0.08
0.00 0.00 0.01
0.00 0.01 -0.01
0.02 0.05 0.00
-0.03 0.00 0.01
0.01 -0.03 0.00
-0.02 0.00 -0.02
0.03 -0.02 0.02
-0.03 -0.02 0.03
0.00 0.06 -0.06
-0.01 -0.12 0.04
-0.04 0.04 0.00
0.03 0.02 -0.03
0.05 -0.06 0.02
-0.03 0.01 0.00
-0.02 0.02 -0.02
0.00 0.01 -0.01
0.00 0.00 0.00
0.00 0.00 0.00
0.00 0.00 0.00
0.00 -0.01 0.00
-0.01 0.00 -0.01
0.00 0.00 0.02
0.01 -0.01 0.00
-0.01 0.00 0.00
-0.01 0.00 -0.01
0.00 -0.01 0.00
0.00 0.00 -0.02
0.03 0.01 0.01
0.00 0.01 0.01

## Properties
- Relative energy (zero: lowest compared OMol25 entry of this formula, charge and spin): 32.8 kJ/mol
- Kohn-Sham gap: 7.985 eV
- Max |F|: 0.18 eV Å⁻¹
- M: 548.8 Da
- Total energy: -2844.52030 Ha

=====

The molecule C14H22BCl3O2Si at a distorted geometry, computed with the ωB97M-V functional and the def2-TZVPD basis.

Element x y z (Å)
Cl1 -1.5134 1.2182 2.9487
B1 -1.0979 -0.2714 1.9070
Cl2 -0.3171 -1.6515 2.9546
Cl3 -2.7241 -1.0685 1.2507
O1 -0.2838 0.1548 0.8216
C1 0.2649 -0.6711 -0.0996
C2 1.7381 -0.9623 0.1379
C3 2.2664 -2.1854 -0.3566
C4 3.6120 -2.5086 -0.1052
C5 4.4479 -1.5937 0.5080
C6 3.9680 -0.3427 0.9324
C7 2.6176 -0.0235 0.7020
H1 -0.3959 -1.5783 -0.2172
H2 1.5938 -2.9454 -0.7927
H3 4.0208 -3.4250 -0.5980
H4 5.5308 -1.7601 0.4654
H5 4.6226 0.4784 1.2628
H6 2.1571 0.8702 1.1673
C8 -1.6552 0.2319 -1.7223
C9 -0.1066 0.0587 -1.6836
C10 0.4392 -1.1051 -2.4814
C11 0.5492 1.2953 -1.9536
O2 1.7287 1.3703 -2.5684
Si1 2.3706 2.7850 -3.2789
C12 3.8031 2.1723 -4.2249
C13 1.1562 3.6472 -4.3984
C14 2.8256 3.8753 -1.8181
H7 -2.0954 -0.7226 -1.3741
H8 -1.9154 1.0070 -0.9607
H9 -2.0963 0.5529 -2.7039
H10 -0.1553 -1.9718 -2.2168
H11 0.4785 -0.9963 -3.5840
H12 1.4558 -1.2714 -2.1378
H13 0.1384 2.2158 -1.4894
H14 4.4992 2.9558 -4.5723
H15 4.3932 1.4632 -3.6210
H16 3.4801 1.6231 -5.1211
H17 1.6321 4.5869 -4.7169
H18 0.9477 3.0580 -5.3010
H19 0.1946 3.8909 -3.9325
H20 3.3030 4.7915 -2.2033
H21 1.9500 4.1619 -1.2100
H22 3.5444 3.3567 -1.1585

Atomic forces in eV per Å
0.19 -0.29 -0.31
-0.93 -0.65 0.81
0.17 0.47 -0.34
0.21 0.20 -0.04
0.86 0.67 -0.23
-1.13 0.53 0.90
0.44 -0.61 -1.27
0.00 -0.07 1.50
-0.60 -0.46 -1.36
0.75 1.00 -0.36
-0.62 0.23 -0.95
-0.65 -0.32 1.19
0.93 0.58 -0.08
0.51 0.58 0.20
-0.32 0.77 0.85
-0.45 -0.12 0.47
-0.19 -0.79 0.16
0.47 -0.35 -0.61
0.02 0.58 0.78
-0.09 -0.63 -0.93
0.33 0.03 -1.21
2.16 -0.21 0.67
-3.17 -0.88 1.01
0.38 1.59 0.43
0.88 -0.58 -0.44
-0.19 -0.26 -0.07
0.07 -0.17 -0.09
0.06 0.61 -0.32
-0.05 -0.65 -0.52
0.73 -0.48 0.73
-0.03 -0.24 -0.27
-0.31 0.17 0.56
-0.06 -0.11 -0.53
0.18 -0.26 -0.61
-0.40 -0.15 0.24
-0.16 0.24 -0.13
0.01 0.11 0.20
-0.15 -0.19 0.08
0.06 0.12 0.16
0.19 0.03 -0.01
-0.17 -0.23 0.24
0.32 -0.05 -0.25
-0.27 0.23 -0.25

## Properties
- Relative energy (zero: lowest compared OMol25 entry of this formula, charge and spin): 112.9 kJ/mol
- Kohn-Sham gap: 6.543 eV
- Max |F|: 3.44 eV Å⁻¹
- M: 367.6 Da
- Total energy: -2392.19348 Ha

=====

A structure of composition C14H22Br2Cl2N3O4 at a distorted geometry, computed with the ωB97M-V functional and the def2-TZVPD basis.

Element x y z (Å)
C1 -0.0771 4.5932 1.9969
C2 -0.4220 4.1312 0.4258
O1 -1.3434 4.8423 -0.2251
O2 0.3746 3.0161 -0.0948
C3 -0.4209 2.0161 -0.8112
C4 0.0135 0.4476 -0.6442
C5 -0.0333 -0.3638 -2.0536
C6 -1.3507 -0.5177 -2.9376
C7 -2.6211 0.4483 -2.7956
Cl1 -1.9625 -2.3162 -2.9365
C8 1.6465 0.5096 -0.2715
N1 2.4809 1.2790 -1.3186
O3 2.2821 -0.8106 -0.2036
C9 1.6759 -1.6035 0.8728
Br1 2.5636 -1.0479 2.6301
C10 2.3045 -3.1410 0.6442
C11 2.0931 -4.1217 1.9430
N2 3.1867 -4.4755 2.7433
C12 0.0488 -1.5588 0.9601
Cl2 -0.6939 -3.1207 0.2102
N3 -0.6329 -0.2780 0.5488
Br2 -0.5847 0.7848 2.1519
C13 -2.1258 -0.4737 0.4306
C14 -2.8631 -0.9863 1.8400
O4 -3.1176 -2.2561 2.1565
H1 0.8450 3.9463 2.3915
H2 0.3241 5.7176 2.0124
H3 -0.9798 4.4354 2.7236
H4 -1.5392 2.2694 -0.5863
H5 -0.2752 2.2633 -1.9715
H6 0.3478 -1.4714 -1.8088
H7 0.8174 0.0274 -2.8035
H8 -1.0315 -0.4130 -4.0890
H9 -2.8154 1.0121 -1.8083
H10 -2.5904 1.2696 -3.6601
H11 -3.6047 -0.1872 -3.0286
H12 1.8843 1.0669 0.7245
H13 3.1971 1.8658 -0.7999
H14 3.0384 0.6121 -1.9021
H15 3.4757 -2.9375 0.5671
H16 2.0190 -3.6041 -0.3905
H17 1.0054 -4.5026 2.2234
H18 4.0560 -4.0338 2.3738
H19 -0.1916 -1.6857 2.1276
H20 -2.5086 -1.0856 -0.4745
H21 -2.5943 0.6189 0.3112
H22 -3.3008 -0.1807 2.6062

Atomic forces in eV per Å
1.81 -0.57 -0.52
-3.67 4.06 -1.14
5.86 -5.47 3.44
-2.42 0.86 1.21
-1.26 0.94 -2.36
2.97 1.74 -1.31
1.06 -1.75 -0.23
-0.25 0.32 -2.12
-1.43 0.38 -1.21
0.50 1.47 0.32
2.34 1.20 -0.52
-0.18 -0.77 1.58
-3.09 -0.07 1.88
1.55 -1.41 -1.48
-0.97 0.16 -0.98
1.05 0.30 0.48
3.79 -0.60 1.94
-5.16 1.65 -3.81
0.98 -2.70 2.70
0.78 2.16 0.46
-0.88 -0.37 -0.15
0.73 0.88 0.12
-3.59 1.09 0.14
-1.86 -5.80 2.08
1.99 7.84 -2.47
-2.10 1.27 -0.89
-1.32 -2.50 -0.22
1.56 0.43 -1.75
1.97 -0.85 -0.39
-0.31 -0.82 2.55
-0.91 2.44 -0.51
-1.90 -0.30 2.20
-0.55 -0.29 2.83
0.63 -1.11 -1.54
0.09 -1.73 1.99
2.26 1.40 0.56
-1.08 -1.09 -1.57
-1.35 -1.00 -0.83
-0.87 0.57 0.80
-2.56 -0.32 0.26
0.05 0.94 2.09
2.58 0.75 -0.58
-0.83 -0.26 0.05
0.43 0.12 -2.86
1.27 0.63 1.56
1.23 -2.38 0.18
1.06 -1.43 -1.96

## Properties
- Total charge: +1
- Kohn-Sham gap: 7.299 eV
- Max |F|: 8.73 eV Å⁻¹
- M: 527.1 Da
- Total energy: -7079.65719 Ha

=====

A cluster of 5 separate species, C14H22Br2NO12 in total at a distorted geometry, computed with the ωB97M-V functional and the def2-TZVPD basis.

Element x y z (Å)
N1 -2.0487 1.2134 1.0530
O1 -2.9126 2.0107 1.4828
O2 -2.3427 0.4302 0.1220
O3 -0.9258 1.1504 1.5683
Br1 -0.5019 5.5076 4.3255
C1 -0.0655 3.6527 3.8263
C2 0.7533 2.9996 4.9483
Br2 1.2156 1.1959 4.3248
H1 0.5693 3.6889 2.9426
H2 -0.9268 3.0528 3.5347
H3 0.1749 2.9012 5.8631
H4 1.6832 3.5255 5.1435
C3 -0.8628 -2.4107 -0.0417
C4 -0.0366 -2.8411 1.1584
C5 -0.0530 -1.8806 2.3254
O4 0.1424 -2.7989 3.4099
C6 -0.4334 -3.9430 3.0854
O5 -0.8149 -4.8179 3.8196
O6 -0.5804 -4.0119 1.7440
H5 -1.8603 -2.1368 0.2990
H6 -0.8539 -3.1982 -0.7960
H7 -0.4597 -1.5214 -0.5289
H8 1.0263 -2.9310 0.9031
H9 -1.0298 -1.3900 2.3488
H10 0.7020 -1.1010 2.3083
C7 2.5065 0.2197 0.1998
C8 1.4768 1.0631 -0.5134
C9 1.6048 2.5517 -0.1398
O7 1.5681 3.2529 -1.3911
C10 1.6636 2.3568 -2.4026
O8 1.6081 2.6893 -3.5539
O9 1.8038 1.1175 -1.9177
H11 2.4223 -0.7950 -0.2000
H12 2.3296 0.1497 1.2706
H13 3.5072 0.5723 -0.0460
H14 0.4348 0.7443 -0.5000
H15 2.5332 2.7975 0.3721
H16 0.7037 2.7700 0.4343
C11 0.2848 -0.3260 -4.1664
C12 -1.0661 -0.9889 -4.4797
C13 -1.1785 -2.4419 -3.9701
O10 -2.3692 -2.4886 -3.2166
C14 -2.7385 -1.2508 -2.9577
O11 -3.6145 -0.9395 -2.1837
O12 -2.0615 -0.3569 -3.6674
H17 1.0924 -0.6540 -4.8230
H18 0.5379 -0.4570 -3.1182
H19 0.1470 0.7165 -4.4587
H20 -1.3325 -0.8951 -5.5325
H21 -0.3002 -2.6659 -3.3616
H22 -1.1217 -3.0882 -4.8469

Atomic forces in eV per Å
-2.12 -0.29 -0.57
0.73 -0.10 -0.01
0.37 0.26 0.11
1.44 0.27 0.62
-0.02 -0.61 -0.13
0.95 -0.47 0.08
-0.62 0.16 -0.52
0.05 0.23 0.28
-0.11 0.34 -0.02
-0.32 0.38 0.26
0.07 -0.13 -0.03
-0.03 -0.04 -0.04
0.33 -0.09 0.20
0.48 1.43 -0.81
-0.64 0.22 -0.61
0.16 0.95 1.15
-0.92 -1.48 -0.11
0.67 0.81 -0.26
0.07 -0.50 -0.19
-0.13 -0.18 -0.32
-0.33 -0.13 0.12
0.13 0.11 0.28
-0.06 -0.85 -0.22
0.01 0.00 0.56
0.13 -0.22 0.15
-0.64 -0.96 -0.66
0.67 1.20 -0.23
-1.02 -0.38 0.08
-0.05 -0.42 0.09
-0.29 0.94 -0.01
0.30 -0.61 0.39
0.42 -0.34 -0.85
0.13 -0.10 0.11
0.05 0.33 0.05
0.00 0.16 0.24
0.09 -0.24 0.68
-0.04 -0.03 0.11
0.29 0.52 0.20
-1.01 0.10 -1.12
0.71 -0.32 1.06
1.39 0.44 -1.12
0.70 -1.63 -0.56
-2.78 1.94 2.13
1.07 -0.81 -1.20
0.52 0.70 -0.70
-0.03 -0.45 0.13
0.03 0.18 -0.11
0.23 0.18 0.61
-0.12 0.09 0.02
-0.21 -0.12 0.34
-0.69 -0.49 0.33

## Properties
- Total charge: -1
- Relative energy (zero: lowest compared OMol25 entry of this formula, charge and spin): 24.3 kJ/mol
- Kohn-Sham gap: 7.832 eV
- Max |F|: 4.00 eV Å⁻¹
- M: 556.1 Da
- Total energy: -6652.34615 Ha

=====

A structure of composition C14H22BrN3O3Rh, computed with the ωB97M-V functional and the def2-TZVPD basis.

Element x y z (Å)
Rh1 0.4145 -0.0243 0.3878
C1 -1.7367 3.1461 3.2923
N1 -1.2457 3.4917 1.9507
C2 -1.5233 4.8665 1.5045
C3 -0.7071 2.5979 1.1708
O1 -0.5556 1.3842 1.5414
C4 -0.2847 2.9965 -0.2370
O2 0.3808 1.8853 -0.8387
C5 0.2306 1.7101 -2.2466
C6 -0.0477 0.2393 -2.5329
O3 -0.0551 -0.5947 -1.5684
N2 -0.2846 -0.1222 -3.7635
C7 -0.6003 -1.5139 -4.1099
C8 -0.3042 0.8366 -4.8790
H1 -2.8210 3.2490 3.3052
H2 -1.2989 3.8404 4.0064
H3 -1.4567 2.1300 3.5409
H4 -2.4641 4.9000 0.9552
H5 -0.7131 5.2562 0.8940
H6 -1.6096 5.4947 2.3862
H7 0.3938 3.8507 -0.2124
H8 -1.1731 3.2727 -0.8120
H9 1.1513 2.0256 -2.7425
H10 -0.5881 2.3249 -2.6261
H11 -0.7521 -2.0948 -3.2083
H12 0.2204 -1.9284 -4.6936
H13 -1.5081 -1.5206 -4.7104
H14 0.4665 1.5946 -4.7658
H15 -1.2871 1.3012 -4.9587
H16 -0.1008 0.2899 -5.7955
C9 0.2251 -5.6124 2.5488
C10 0.9958 -4.4112 2.2247
C11 2.3857 -4.3163 2.4763
C12 3.0445 -3.1620 2.1626
C13 2.2990 -2.0997 1.5961
Br1 3.1101 -0.4967 1.1496
N3 0.9753 -2.1509 1.3319
C14 0.3456 -3.2635 1.6323
H17 0.6822 -6.4886 2.0652
H18 -0.8256 -5.5457 2.2827
H19 0.3220 -5.8340 3.6229
H20 2.9116 -5.1563 2.9146
H21 4.1061 -3.0363 2.3340
H22 -0.7176 -3.3116 1.4239

Atomic forces in eV per Å
-0.18 -0.27 0.00
0.01 -0.01 0.01
0.02 -0.03 -0.08
0.01 -0.02 0.00
-0.03 0.00 -0.02
0.02 0.06 -0.01
0.03 0.07 0.02
-0.06 -0.02 0.05
0.02 0.06 -0.03
-0.03 0.02 -0.07
0.04 0.07 0.00
0.04 0.03 0.08
-0.01 -0.01 0.00
-0.02 -0.01 0.00
0.00 0.00 0.02
-0.01 -0.01 0.01
-0.02 0.01 0.01
0.00 0.02 0.00
-0.01 0.01 -0.01
0.00 0.00 -0.01
-0.01 0.00 0.00
0.00 -0.01 0.01
-0.01 -0.01 -0.01
-0.01 -0.02 0.01
0.00 -0.01 -0.01
-0.02 -0.02 0.00
0.01 -0.01 0.00
-0.01 0.01 -0.01
0.01 0.01 -0.02
0.00 0.00 0.00
0.02 0.03 -0.02
-0.01 -0.14 0.06
0.07 0.05 -0.01
0.10 -0.02 0.04
-0.07 0.01 -0.03
0.13 -0.13 0.05
0.07 0.20 0.01
-0.14 0.09 -0.06
0.00 0.00 -0.01
0.00 -0.01 0.00
0.00 0.01 0.01
0.02 0.01 0.00
0.00 -0.03 0.02
0.00 0.03 -0.01

## Properties
- Total charge: +3
- Relative energy (zero: lowest compared OMol25 entry of this formula, charge and spin): 6.5 kJ/mol
- Kohn-Sham gap (spin up / spin down): 8.470 / 4.615 eV
- Expectation value of S²: 6.02
- Max |F|: 0.33 eV Å⁻¹
- M: 463.2 Da
- Multiplicity: 5
- Total energy: -3620.13252 Ha